No. 1
A single C21H31N5O4S molecule in a non-equilibrium geometry. Source: OMol25; level of theory: the ωB97M-V functional and the def2-TZVPD basis.

XYZ file:
```
62
Properties=species:S:1:pos:R:3:mulliken_charge:R:1
C -7.0151 -0.3473 -1.9101 -1.15
C -6.3431 0.3256 -0.7168 -0.79
N -4.9444 -0.0378 -0.6058 0.13
C -4.0135 0.5515 -1.5547 -0.99
C -2.8642 1.2292 -0.8801 0.97
C -1.4956 1.1043 -1.1663 -1.09
N -0.7703 1.8186 -0.3270 -0.55
N -1.6288 2.4090 0.4955 0.41
C -1.1608 3.2509 1.5574 -0.97
C -2.9028 2.0899 0.1994 -0.80
C -4.5663 -0.8978 0.3741 0.17
O -5.3455 -1.3273 1.2054 -0.68
C -3.1147 -1.2606 0.3796 -0.14
C -2.2984 -0.8006 1.4022 -0.70
C -0.9396 -1.0536 1.3966 -0.31
C -0.3793 -1.8143 0.3749 0.80
O 0.9396 -2.1202 0.2484 -0.39
C 1.9092 -1.3786 0.9707 -0.02
C 2.0253 0.0602 0.4470 0.54
C 2.5013 0.0466 -1.0061 -1.20
N 3.7289 -0.6919 -1.1832 0.16
S 5.1465 0.1332 -1.0371 1.17
O 4.9942 1.3536 -1.7652 -0.73
O 6.1915 -0.7729 -1.3986 -0.73
N 5.2966 0.5030 0.6203 0.21
C 6.4002 -0.1536 1.2845 -1.07
C 5.1983 1.9121 0.9284 -1.10
C 3.6845 -2.0424 -0.6770 -1.09
C 3.2485 -2.0999 0.7880 -0.81
C -1.2168 -2.3534 -0.6032 -0.76
C -2.5664 -2.0745 -0.6047 -0.16
H -8.0651 -0.0698 -1.9468 0.42
H -6.9444 -1.4277 -1.8137 0.30
H -6.5448 -0.0489 -2.8449 0.31
H -6.8243 0.0000 0.2082 0.44
H -6.4257 1.4147 -0.7972 0.38
H -4.5768 1.2829 -2.1425 0.58
H -3.6232 -0.2041 -2.2454 0.34
H -1.0256 0.5277 -1.9368 0.57
H -1.3902 2.8092 2.5296 0.33
H -0.0826 3.3497 1.4510 0.31
H -1.6236 4.2372 1.4987 0.37
H -3.7293 2.4688 0.7659 0.52
H -2.7311 -0.2129 2.1987 0.49
H -0.3301 -0.6517 2.1905 0.33
H 1.6536 -1.3731 2.0413 0.36
H 1.0593 0.5679 0.4841 -0.34
H 2.7413 0.5953 1.0697 0.33
H 2.6806 1.0570 -1.3704 0.41
H 1.7355 -0.4230 -1.6313 0.42
H 6.4901 -1.1595 0.8860 0.38
H 6.1985 -0.1952 2.3566 0.35
H 7.3480 0.3708 1.1192 0.33
H 4.4353 2.3496 0.2919 0.38
H 4.9199 2.0292 1.9775 0.35
H 6.1431 2.4372 0.7488 0.34
H 4.6811 -2.4618 -0.8109 0.42
H 2.9716 -2.6060 -1.2864 0.42
H 3.9922 -1.6126 1.4174 0.30
H 3.1448 -3.1416 1.0936 0.52
H -0.7774 -2.9790 -1.3645 0.46
H -3.1995 -2.4916 -1.3745 0.55
```

The SMILES is CCN(Cc1cnn(C)c1)C(=O)c1ccc(OC2CCN(S(=O)(=O)N(C)C)CC2)cc1. The highest occupied orbital energy comes out at -8.41 eV. The multiplicity is 1. The frontier orbital gap is 0.328 hartree. The value obtained for the energy above the lowest of the compared OMol25 structures with the same formula, charge and spin is 1.868 eV.

---

No. 2
C21H31NO3Si2Sr as an isolated structure. Source: OMol25; level of theory: the ωB97M-V functional and the def2-TZVPD basis.

XYZ file:
```
59
Properties=species:S:1:pos:R:3:mulliken_charge:R:1
Sr 0.2845 0.1550 0.2448 1.66
C -1.0717 7.2771 0.5601 -0.81
O -0.7331 6.8979 1.8814 -0.43
C -0.4468 5.5959 2.1070 1.03
C -0.1366 5.2857 3.4496 -1.10
C 0.1667 3.9975 3.7651 -0.79
C 0.1765 2.9486 2.8079 -0.26
C 0.4581 1.6130 3.2576 1.05
C 0.9301 1.3608 4.6708 -1.45
O 0.3287 0.5990 2.5399 -0.59
C -0.1209 3.2801 1.4410 0.52
O -0.0868 2.4209 0.4859 -0.98
C -0.4391 4.6296 1.1316 -0.53
H -1.2841 8.3416 0.5999 0.23
H -1.9559 6.7382 0.2116 0.34
H -0.2423 7.0935 -0.1272 0.33
H -0.1487 6.0752 4.1865 0.43
H 0.3927 3.7651 4.7963 0.34
H 1.7261 2.0385 4.9730 0.43
H 1.2716 0.3308 4.7299 0.25
H 0.1024 1.4928 5.3711 0.41
H -0.6554 4.8477 0.0967 0.39
C 1.5556 -2.7088 2.9799 -0.98
Si 2.6600 -2.4389 1.4727 0.21
C 3.8137 -3.9377 1.5276 -1.23
C 3.7618 -0.9404 1.8130 -0.99
C 1.6468 -2.1619 -0.0258 0.88
C 0.3551 -2.8848 -0.0473 -0.11
C 0.2576 -4.2803 0.0930 -0.40
C -0.9628 -4.9159 0.0408 -0.51
C -2.1163 -4.1624 -0.1523 -0.53
C -1.9675 -2.7972 -0.2692 -0.76
N -0.7897 -2.1687 -0.2140 -0.10
Si 2.4142 -2.0438 -1.6751 0.05
C 1.0875 -1.6662 -2.9730 -0.99
C 3.3438 -3.5673 -2.2812 -1.12
C 3.6764 -0.6404 -1.7830 -1.01
H 2.1648 -2.6701 3.8872 0.40
H 1.1016 -3.7026 2.9427 0.35
H 0.7510 -1.9793 3.0951 0.20
H 4.2937 -3.9784 2.5097 0.38
H 4.6075 -3.9121 0.7775 0.33
H 3.2704 -4.8764 1.3942 0.32
H 4.2031 -1.0086 2.8105 0.38
H 3.2205 0.0101 1.7714 0.12
H 4.5864 -0.8694 1.1010 0.32
H 1.1723 -4.8437 0.2220 0.30
H -1.0187 -5.9931 0.1389 0.45
H -3.0954 -4.6147 -0.2074 0.41
H -2.8344 -2.1597 -0.4094 0.41
H 0.2800 -2.4015 -2.9596 0.31
H 1.5252 -1.6719 -3.9742 0.37
H 0.6215 -0.6813 -2.8497 0.22
H 2.6873 -4.4389 -2.3498 0.31
H 4.1671 -3.8324 -1.6153 0.31
H 3.7579 -3.3900 -3.2771 0.36
H 3.2974 0.3210 -1.4188 0.26
H 3.9950 -0.4888 -2.8171 0.35
H 4.5741 -0.8590 -1.2010 0.26
```

The highest occupied orbital energy comes out at -7.22 eV. The multiplicity is 1. The frontier orbital gap is 0.269 hartree. The value obtained for the energy above the lowest of the compared OMol25 structures with the same formula, charge and spin is 0.008 eV.

---

No. 3
C21H32AsNO9PSSr as an isolated structure in a non-equilibrium geometry. Source: OMol25; level of theory: the ωB97M-V functional and the def2-TZVPD basis.

XYZ file:
```
67
Properties=species:S:1:pos:R:3:mulliken_charge:R:1
Sr -0.0915 0.6461 -1.1152 1.64
O 2.4502 1.0820 2.1100 -0.71
As 3.2838 0.7869 0.5413 1.03
O 4.6378 -0.0198 0.7207 -0.78
O 2.1371 0.0162 -0.3968 -0.52
C 3.6651 2.6154 0.0626 -0.18
C 5.0088 2.8832 0.3941 -0.48
C 5.5241 4.2099 0.4820 -0.75
C 4.6994 5.2435 0.1946 -0.41
C 3.3471 5.0460 -0.0991 -0.67
C 2.8315 3.7688 -0.1164 0.07
S 1.0618 3.7468 -0.3797 1.52
O 0.7765 3.0378 -1.6300 -0.82
O 0.6146 5.1154 -0.3947 -0.75
O 0.6087 2.8177 0.6877 -0.76
H 1.7466 1.7792 2.1482 0.36
H 5.5804 2.0797 0.7494 0.62
H 6.5149 4.4088 0.8812 0.36
H 5.0277 6.2875 0.2195 0.32
H 2.5535 5.7686 -0.2178 0.57
C -3.7360 3.8701 0.9411 -0.98
N -4.0829 2.5019 0.4722 -0.14
C -3.8998 1.6970 1.5677 -0.95
C -3.2326 2.1741 -0.6904 0.27
C -3.5808 0.7267 -1.2282 0.46
C -4.8841 0.2780 -1.2227 -0.18
C -5.2129 -1.0447 -1.4773 -0.60
C -4.1939 -1.8830 -1.8620 -0.61
C -2.8660 -1.4619 -1.8760 -0.07
C -2.4676 -0.1643 -1.4979 -0.73
H -4.5054 4.0062 1.7058 0.39
H -3.9672 4.7054 0.2309 0.28
H -2.6635 3.9861 1.1450 0.31
H -4.6978 1.9128 2.2348 0.41
H -2.9274 1.9012 2.0614 0.22
H -3.9061 0.5986 1.3389 0.24
H -2.2140 2.3138 -0.3014 -0.49
H -3.3858 3.0088 -1.4407 0.27
H -5.6645 1.0239 -1.0010 0.35
H -6.2492 -1.3342 -1.3420 0.39
H -4.3619 -2.9308 -1.9893 0.37
H -2.0785 -2.2213 -2.0688 0.12
C -1.1896 -1.6918 1.5751 -0.65
C 0.2917 -1.5551 1.7012 0.06
O 1.1150 -2.4089 0.8440 -0.37
P 0.7631 -2.4644 -0.7674 -0.06
O 2.0570 -3.2569 -1.3039 -0.20
C 3.4425 -2.8155 -1.4283 0.48
C 4.3292 -3.9290 -0.9039 -1.35
O -0.2578 -3.6809 -0.7289 -0.06
C -0.0272 -4.8807 -0.1225 -0.12
C -1.2944 -5.7226 -0.1829 -1.17
H -1.6426 -1.2108 2.4239 0.48
H -1.4588 -2.7356 1.4975 0.10
H -1.6294 -1.1514 0.6905 0.05
H 0.6099 -1.8112 2.6944 0.36
H 0.5622 -0.5654 1.5594 0.04
H 3.6324 -1.9121 -0.8382 -0.24
H 3.6606 -2.5919 -2.5223 0.20
H 4.1333 -4.3320 0.0767 0.31
H 5.3274 -3.5923 -0.8758 0.43
H 4.2116 -4.7764 -1.6147 0.29
H 0.3454 -4.7414 0.9208 0.29
H 0.7471 -5.4058 -0.7255 0.26
H -2.1195 -5.1918 0.3922 0.26
H -1.0962 -6.6564 0.3409 0.39
H -1.7131 -5.9040 -1.2442 0.24
```

The highest occupied orbital energy comes out at -5.25 eV. The multiplicity is 1. The frontier orbital gap is 0.285 hartree. The charge is -1. The value obtained for the energy above the lowest of the compared OMol25 structures with the same formula, charge and spin is 0.000 eV.

---

No. 4
C21H32BF4HgN3OSi as an isolated structure. Source: OMol25; level of theory: the ωB97M-V functional and the def2-TZVPD basis.

XYZ file:
```
64
Properties=species:S:1:pos:R:3:mulliken_charge:R:1
Hg 0.0191 0.2304 -0.2671 0.87
C -2.0787 -0.5827 4.4003 -1.16
N -0.7106 -1.0600 4.3594 0.17
C 0.1315 -0.4445 5.3788 -1.16
C -0.1181 -1.0791 3.0762 -0.22
N -0.4968 -0.3508 2.0973 0.44
N 0.9407 -1.9377 2.9554 0.25
C 0.9687 -3.1930 3.6789 -1.09
C 1.7037 -1.9084 1.7190 -0.54
H -2.5242 -0.8794 5.3511 0.30
H -2.6525 -1.0329 3.5917 0.35
H -2.1545 0.5124 4.3214 0.40
H 0.1273 0.6504 5.2977 0.36
H 1.1578 -0.7873 5.2678 0.36
H -0.2316 -0.7246 6.3696 0.36
H -1.2065 0.3241 2.3516 0.00
H 0.4597 -3.0960 4.6322 0.39
H 2.0061 -3.4804 3.8552 0.36
H 0.4846 -3.9959 3.1070 0.25
H 1.9763 -0.8833 1.4764 -0.04
H 1.1415 -2.3515 0.8865 0.18
H 2.6220 -2.4747 1.8676 0.29
C -1.1225 -0.9746 -3.8239 -1.55
C -2.5511 -0.8399 -3.2804 2.07
C -2.8426 0.6472 -3.0400 -1.66
C -3.5599 -1.3864 -4.2927 -1.75
Si -2.6761 -1.6936 -1.5734 -1.07
O -1.8592 -0.9472 -0.4159 -0.06
C -2.1647 -3.5210 -1.6489 0.50
C -1.9528 -4.1268 -0.4025 -0.45
C -1.5101 -5.4364 -0.2928 -0.63
C -1.2569 -6.1816 -1.4379 -0.39
C -1.4560 -5.6064 -2.6833 -0.78
C -1.9049 -4.2935 -2.7816 0.15
C -4.5156 -1.7144 -1.1139 0.04
C -5.3920 -2.7238 -1.5204 -0.01
C -6.7092 -2.7628 -1.0822 -0.68
C -7.1802 -1.7859 -0.2148 -0.43
C -6.3289 -0.7723 0.2040 -0.62
C -5.0132 -0.7419 -0.2416 -0.08
H -1.0033 -0.3901 -4.7451 0.51
H -0.8587 -2.0101 -4.0469 0.26
H -0.3918 -0.5989 -3.1028 0.16
H -2.7310 1.2131 -3.9733 0.49
H -2.1546 1.0696 -2.3052 0.15
H -3.8607 0.8006 -2.6700 0.34
H -3.4831 -0.8361 -5.2393 0.53
H -4.5841 -1.2787 -3.9283 0.36
H -3.3966 -2.4431 -4.5157 0.21
H -2.1256 -3.5428 0.4965 0.32
H -1.3552 -5.8767 0.6854 0.38
H -0.9058 -7.2035 -1.3585 0.36
H -1.2554 -6.1773 -3.5823 0.39
H -2.0490 -3.8737 -3.7696 0.11
H -5.0345 -3.5041 -2.1861 0.34
H -7.3670 -3.5598 -1.4091 0.39
H -8.2031 -1.8214 0.1411 0.36
H -6.6892 -0.0103 0.8856 0.39
H -4.3420 0.0383 0.1024 0.34
F 3.8101 0.6343 0.9655 -0.42
B 3.1173 1.7747 1.4260 0.41
F 1.7412 1.4014 1.5889 -0.33
F 3.2009 2.8086 0.4876 -0.38
F 3.6214 2.1829 2.6664 -0.38
```

The highest occupied orbital energy (alpha / beta) comes out at -4.84 / -6.39 eV. The multiplicity is 2. The frontier orbital gap (alpha / beta) is 0.272 / 0.289 hartree. The charge is -1. The value obtained for the energy above the lowest of the compared OMol25 structures with the same formula, charge and spin is 0.808 eV. As for the expectation value of S²: 0.75.

---

No. 5
A 2-piece molecular cluster, C21H32ClN3O2 overall in a non-equilibrium geometry. Source: OMol25; level of theory: the ωB97M-V functional and the def2-TZVPD basis.

XYZ file:
```
59
Properties=species:S:1:pos:R:3:mulliken_charge:R:1
C -3.6947 -1.6617 1.8836 -1.28
C -2.3523 -0.9707 1.3328 -0.23
C -1.1490 -1.0988 2.3885 -0.29
C -1.4893 -0.0278 3.5266 -1.25
C 0.2534 -0.8161 1.6867 2.54
C -0.0085 0.3737 0.6989 -1.27
N -0.2819 1.1984 -0.0548 -0.26
C 1.4416 -0.5289 2.6948 -1.49
C 2.1782 0.8709 2.4439 0.47
C 3.5385 0.7841 3.2991 -1.27
Cl 1.2563 2.2815 3.1277 -0.17
C 0.6807 -2.0568 0.7627 0.47
C 0.8469 -3.3676 1.6205 -0.13
N 1.0713 -4.3272 2.2131 -0.65
C 2.0558 -1.8428 -0.0027 -0.62
C 1.9497 -1.9671 -1.5796 -0.68
C 1.8682 -0.5385 -2.2670 -0.35
C 0.9927 -0.4757 -3.5725 -1.07
N -0.4371 -0.7420 -3.3641 0.42
C -1.1390 -1.8966 -3.0038 -0.43
C -2.5884 -1.6126 -2.9761 -0.56
C -2.7060 -0.1654 -3.3749 -0.60
C -1.3283 0.3157 -3.5951 -0.17
H -4.4252 -1.6481 1.0240 0.38
H -4.1149 -0.9351 2.6411 0.32
H -3.5127 -2.6845 2.3039 0.29
H -2.0803 -1.4394 0.3452 -0.07
H -2.6319 0.1161 1.1880 0.35
H -1.1751 -2.1431 2.8289 0.47
H -2.5403 -0.2223 3.8770 0.48
H -1.3723 1.0266 3.1643 0.21
H -0.8340 -0.1729 4.4395 0.29
H 1.1339 -0.5008 3.7775 0.42
H 2.2746 -1.2967 2.6395 0.30
H 2.5056 1.0032 1.3799 0.27
H 4.2888 0.1532 2.7480 0.28
H 3.2322 0.3325 4.2913 0.30
H 3.9044 1.8369 3.4649 0.42
H -0.1561 -2.2645 0.0351 0.25
H 2.5713 -0.8674 0.2451 0.07
H 2.7767 -2.6441 0.3504 0.51
H 1.1463 -2.6863 -1.8836 0.21
H 2.9283 -2.4317 -1.9211 0.38
H 1.5747 0.2493 -1.5227 0.17
H 2.9284 -0.2799 -2.5828 0.39
H 1.0596 0.5909 -3.9489 0.44
H 1.4572 -1.0972 -4.4024 0.25
H -0.6922 -2.8917 -2.7866 0.45
H -3.4154 -2.3320 -2.7420 0.37
H -3.6678 0.3816 -3.4850 0.39
H -1.0544 1.3635 -3.9203 0.20
O -1.3503 3.9364 -3.0508 -0.88
C -1.0982 5.0161 -2.2619 -0.53
C 0.3377 4.8980 -1.5747 0.46
O 0.5857 5.9667 -0.7743 -1.00
H -1.8088 5.1944 -1.4224 0.17
H -1.0949 6.0103 -2.7668 0.23
H 1.0516 4.7336 -2.4199 0.13
H 0.3449 3.8973 -1.0823 -0.49
```

The highest occupied orbital energy comes out at 2.40 eV. The multiplicity is 1. The frontier orbital gap is 0.060 hartree. The charge is -2.

---

No. 6
C21H32F6N2O6P3PdS2 as an isolated structure. Source: OMol25; level of theory: the ωB97M-V functional and the def2-TZVPD basis.

XYZ file:
```
73
Properties=species:S:1:pos:R:3:mulliken_charge:R:1
Pd -1.3098 1.3688 -0.8124 1.48
S -3.4345 1.4298 -0.4409 -0.25
C -4.2218 1.5876 -1.9254 0.70
C -5.6121 1.8097 -2.0072 -0.81
C -6.2131 1.8822 -3.2371 0.45
C -7.6192 2.1051 -3.3298 -0.22
N -8.7538 2.2714 -3.3884 -0.46
C -5.4312 1.7310 -4.4234 0.58
C -4.0781 1.5120 -4.3499 -0.93
C -3.4464 1.4407 -3.0963 0.81
S -1.7702 1.1341 -2.9602 -0.43
C -6.0645 1.8096 -5.6995 -0.30
N -6.5724 1.8646 -6.7278 -0.47
H -6.1920 1.9307 -1.1025 0.55
H -3.4890 1.3984 -5.2493 0.53
C 1.9620 2.4517 3.1799 -0.99
C 2.9251 2.4752 2.0121 0.48
C 4.1136 1.5504 2.1783 -1.13
O 2.2316 2.2125 0.7598 -0.16
P 1.6967 0.9462 0.0382 -0.13
O 0.7744 1.3473 -1.0599 -1.11
C 0.9275 -0.1400 1.2469 -0.73
P 0.0938 -1.5924 0.5728 0.63
O -0.8513 -1.2885 -0.5023 -1.03
O 1.2254 -2.5866 0.0940 -0.32
C 2.0393 -3.4083 0.9647 0.80
C 1.7115 -4.8578 0.6697 -1.58
C 3.4914 -3.0648 0.6976 -1.13
O -0.5311 -2.1865 1.9025 -0.19
C -1.7000 -3.0602 1.8198 0.71
C -1.5808 -4.0522 2.9543 -1.53
C -2.9441 -2.1990 1.8954 -1.40
O 2.9064 0.0946 -0.4935 0.51
C 3.4850 0.3283 -1.8154 0.47
C 2.7832 -0.5791 -2.8036 -1.15
C 4.9662 0.0480 -1.6930 -1.35
H 2.4576 2.8870 4.0481 0.49
H 1.6730 1.4363 3.4496 0.16
H 1.0757 3.0421 2.9581 0.15
H 3.2680 3.4981 1.8560 0.39
H 3.8006 0.5145 2.3250 0.17
H 4.6805 1.8530 3.0593 0.51
H 4.7723 1.5965 1.3125 0.17
H 0.1883 0.4621 1.7846 0.57
H 1.6798 -0.4525 1.9757 0.52
H 1.7778 -3.1714 2.0008 0.35
H 1.8663 -5.0629 -0.3894 0.33
H 0.6745 -5.0832 0.9177 0.31
H 2.3573 -5.5181 1.2487 0.41
H 3.7727 -3.3645 -0.3125 0.29
H 4.1354 -3.5912 1.4029 0.47
H 3.6630 -1.9938 0.7977 0.09
H -1.6601 -3.5729 0.8543 0.41
H -1.5812 -3.5300 3.9110 0.33
H -0.6627 -4.6333 2.8718 0.33
H -2.4259 -4.7400 2.9387 0.42
H -2.9589 -1.6408 2.8316 0.31
H -3.8347 -2.8272 1.8564 0.45
H -2.9740 -1.5029 1.0580 0.20
H 3.3163 1.3779 -2.0706 0.47
H 2.9733 -1.6229 -2.5517 0.19
H 3.1541 -0.3913 -3.8113 0.49
H 1.7097 -0.4008 -2.7888 0.13
H 5.1286 -0.9802 -1.3691 0.23
H 5.4387 0.7227 -0.9810 0.34
H 5.4467 0.1807 -2.6621 0.42
F -1.0366 2.4284 1.0521 -0.57
P -1.2110 4.1937 1.0872 1.35
F 0.3378 4.2740 0.6922 -0.32
F -1.3730 5.7645 1.1483 -0.32
F -1.5959 4.1275 -0.4772 -0.38
F -0.8058 4.0819 2.6377 -0.40
F -2.7459 3.9244 1.4697 -0.37
```

The highest occupied orbital energy (alpha / beta) comes out at -8.66 / -8.79 eV. The multiplicity is 2. The frontier orbital gap (alpha / beta) is 0.275 / 0.208 hartree. The value obtained for the energy above the lowest of the compared OMol25 structures with the same formula, charge and spin is 0.000 eV. As for the expectation value of S²: 0.77.

---

| no. | E_tot (eV) |
| --- | --- |
| 1 | -48755.29183 |
| 2 | -46507.62973 |
| 3 | -124015.40928 |
| 4 | -52422.52954 |
| 5 | -43375.72693 |
| 6 | -106894.72718 |